Entry 1:
A structure of composition C6H7FO at a distorted geometry, computed with the ωB97M-V functional and the def2-TZVPD basis.

Positions of all 15 atoms, in Å:
C1 1.51296 -1.51023 1.39442
C2 0.96875 -0.20790 1.28080
C3 1.02454 -2.18267 0.35286
C4 0.36315 -0.19054 0.04437
C5 -1.77072 1.12203 -1.14638
C6 -0.29989 1.41930 -0.85654
O1 0.40678 -1.39181 -0.51011
F1 -0.13011 2.29781 0.16436
H1 2.21859 -1.74624 2.16735
H2 0.86914 0.64275 2.05947
H3 0.94015 -3.16963 0.12198
H4 -2.27489 1.31322 -2.08061
H5 -1.91993 0.15122 -0.81229
H6 -2.33758 1.87211 -0.54296
H7 0.42905 1.58059 -1.63674

- HOMO: -8.460 eV
- LUMO energy: 1.075 eV
- Frontier orbital gap: 9.54 eV

Here are the natural (NBO) charges for atoms 1 to 4, given in e:
1 C -0.32
2 C -0.37
3 C 0.08
4 C 0.23


Entry 2:
The ion C6H7INO4 with charge -1 at a distorted geometry, computed with the ωB97M-V functional and the def2-TZVPD basis.

Positions of all 19 atoms, in Å:
O1 1.04018 -1.31951 2.76940
C1 0.48974 -0.42570 2.12701
O2 -0.46727 0.25776 2.46242
C2 0.70433 -0.29702 0.63455
I1 2.82229 -0.66912 0.21878
C3 -0.07946 -1.33620 -0.11976
C4 -0.02924 -0.74995 -1.50497
C5 -0.07370 0.79365 -1.47668
C6 0.31471 0.98715 0.00816
N1 -1.16500 1.36637 0.74491
O3 -1.28972 2.48138 1.22200
O4 -2.05320 0.59696 0.42960
H1 -1.12781 -1.31050 0.33009
H2 0.33360 -2.32185 -0.12836
H3 -0.87860 -0.98239 -2.16910
H4 0.90316 -1.22692 -1.97276
H5 0.68774 1.17652 -2.19807
H6 -0.99974 1.17653 -1.70048
H7 0.86801 1.80285 0.32327

- Charge: -1
- HOMO: -4.920 eV
- SMILES: O=C([O-])[C@@]1(I)CCC[C@H]1[N+](=O)[O-]
- LUMO energy: 2.726 eV
- Frontier orbital gap: 7.65 eV

Here are the natural (NBO) charges for atoms 1 to 4, given in e:
1 O -0.73
2 C 0.71
3 O -0.69
4 C -0.14


Entry 3:
An isolated molecule of C6H7IO2S at a distorted geometry, computed with the ωB97M-V functional and the def2-TZVPD basis.

Positions of all 17 atoms, in Å:
O1 -0.41171 1.47520 2.02929
C1 -0.18420 0.95281 0.82004
C2 1.04055 0.81327 0.21709
C3 1.33580 0.42010 -1.13636
C4 0.45839 -0.20171 -2.02781
I1 0.85204 -0.21564 -4.08099
C5 -0.80167 -0.72567 -1.61014
C6 -1.15139 -1.41834 -0.45905
O2 -2.46295 -1.65988 -0.27595
S1 -0.04184 -1.96073 0.83278
H1 0.37452 1.55562 2.52708
H2 -1.08600 0.56320 0.54990
H3 1.95937 1.26933 0.70005
H4 2.30872 0.46680 -1.46614
H5 -1.66575 -0.46498 -2.17577
H6 -2.76401 -1.37983 0.62359
H7 1.06806 -1.88090 0.31466

- HOMO: -7.618 eV
- SMILES: O/C=C/C=C(I)\C=C(\O)S
- LUMO energy: -0.127 eV
- Frontier orbital gap: 7.49 eV

Here are the natural (NBO) charges for atoms 1 to 4, given in e:
1 O -0.66
2 C 0.23
3 C -0.40
4 C -0.23


Entry 4:
A structure of composition C6H7LuO6 at a distorted geometry, computed with the ωB97M-V functional and the def2-TZVPD basis.

Positions of all 20 atoms, in Å:
Lu1 1.24520 0.29790 3.16739
O1 1.83584 -0.59609 1.12224
O2 2.48675 -0.47641 -0.96561
O3 3.94161 0.06287 0.65729
C1 2.86726 -0.28855 0.28067
C2 1.18227 -1.06816 -1.06149
C3 0.62001 -1.02540 0.35856
H1 0.59445 -0.46341 -1.75938
H2 1.30568 -2.10052 -1.40246
H3 0.32061 -2.01478 0.71911
O4 -0.51677 0.13623 1.99834
O5 -0.32710 1.19354 -0.03077
C4 -1.48760 1.48626 -0.80182
C5 -2.51844 0.51810 -0.23947
O6 -1.70242 -0.57152 0.17115
C6 -0.51178 -0.02483 0.66569
H4 -1.75801 2.53874 -0.65821
H5 -1.28583 1.29213 -1.86621
H6 -3.24076 0.15915 -0.97956
H7 -3.05098 0.94476 0.62454

- Charge: +2
- HOMO: -17.250 eV
- LUMO energy: -11.645 eV
- Frontier orbital gap: 5.60 eV

Here are the natural (NBO) charges for atoms 1 to 4, given in e:
1 Lu 2.58
2 O -0.70
3 O -0.41
4 O -0.51


Entry 5:
An isolated molecule of C6H7N at a distorted geometry, computed with the ωB97M-V functional and the def2-TZVPD basis.

Positions of all 14 atoms, in Å:
N1 -0.53560 2.71325 -1.35522
C1 -0.39295 1.88036 -0.56434
C2 -0.21630 0.81847 0.43577
C3 1.20923 0.19921 0.33631
C4 0.96426 -1.13667 -0.31720
C5 -0.32844 -1.43323 -0.39952
C6 -1.20788 -0.35442 0.18029
H1 -0.38349 1.27253 1.41660
H2 1.88824 0.83750 -0.23672
H3 1.65244 0.07787 1.33215
H4 1.77679 -1.77654 -0.64753
H5 -0.73411 -2.35283 -0.80965
H6 -2.02228 -0.06130 -0.49015
H7 -1.66990 -0.68421 1.11920

- HOMO: -9.759 eV
- SMILES: N#CC1CC=CC1
- LUMO energy: 0.879 eV
- Frontier orbital gap: 10.64 eV

Here are the natural (NBO) charges for atoms 1 to 4, given in e:
1 N -0.33
2 C 0.29
3 C -0.32
4 C -0.42


Entry 6:
A structure of composition C6H7N, computed with the ωB97M-V functional and the def2-TZVPD basis.

Positions of all 14 atoms, in Å:
N1 2.17989 1.47249 -0.64671
C1 1.59495 0.48711 -0.25877
C2 0.81290 -0.58745 0.22383
C3 -0.24991 -1.17732 -0.72858
C4 -1.45729 -0.30092 -0.48016
C5 -1.21952 0.66061 0.41811
C6 0.15432 0.70127 0.94527
H1 1.32474 -1.27432 0.89741
H2 0.09578 -1.13660 -1.76924
H3 -0.43499 -2.23438 -0.50331
H4 -2.39599 -0.45798 -1.00109
H5 -1.96047 1.39173 0.73017
H6 1.24543 1.76006 0.14851
H7 0.31015 0.69570 2.02456

- HOMO: -7.330 eV
- LUMO energy: 0.863 eV
- Frontier orbital gap: 8.19 eV

Here are the natural (NBO) charges for atoms 1 to 4, given in e:
1 N -0.49
2 C 0.39
3 C -0.31
4 C -0.42


Entry 7:
A structure of composition C6H7N, computed with the ωB97M-V functional and the def2-TZVPD basis.

Positions of all 14 atoms, in Å:
C1 2.07865 0.13930 -0.17960
C2 0.68459 0.69843 -0.30647
C3 -0.70782 -0.43463 -0.80014
C4 -1.56016 0.56754 -0.04254
C5 -1.66058 -0.85718 0.30517
N1 -0.34307 -0.81941 0.85010
C6 -0.30215 0.68054 0.84114
H1 2.73821 0.93621 0.20342
H2 2.44751 -0.06982 -1.19244
H3 2.21121 -0.75812 0.43544
H4 -0.68174 -0.89759 -1.78537
H5 -2.21491 1.28044 -0.52626
H6 -2.40648 -1.63537 0.37448
H7 -0.28325 1.16966 1.82308

- HOMO (alpha / beta): -6.749 / -6.746 eV
- LUMO energy (alpha / beta): 0.543 / 0.542 eV
- Frontier orbital gap (alpha / beta): 7.29 / 7.29 eV

Here are the natural (NBO) charges for atoms 1 to 4, given in e:
1 C -0.72
2 C -0.04
3 C -0.16
4 C -0.21


Entry 8:
An isolated molecule of C6H7N at a distorted geometry, computed with the ωB97M-V functional and the def2-TZVPD basis.

Positions of all 14 atoms, in Å:
C1 -2.85679 -0.52458 0.18764
C2 -1.71111 -0.21892 -0.05989
C3 -0.40067 0.02421 -0.49010
C4 0.03815 1.69993 -0.94337
N1 0.39167 -0.98359 -1.23515
C5 0.75311 -0.85860 -0.05036
C6 1.72573 -1.06181 1.09720
H1 -3.89389 -0.60387 0.40726
H2 0.20741 1.61420 -1.99564
H3 1.03354 1.85637 -0.31931
H4 -0.76333 2.37296 -0.60840
H5 2.18425 -1.99628 0.92737
H6 0.99870 -1.16808 1.91860
H7 2.29322 -0.15195 1.16415

- HOMO: -8.719 eV
- SMILES: C#C[C@]1(C)N=C1C
- LUMO energy: 0.862 eV
- Frontier orbital gap: 9.58 eV

Here are the natural (NBO) charges for atoms 1 to 4, given in e:
1 C -0.22
2 C -0.06
3 C -0.05
4 C -0.60